Formula: C84H170N8O17
Source: OMol25
Level of theory: wB97M-V/def2-TZVPD

Each line ends with the Mulliken charge.
Positions of all 279 atoms, in Å:
H1 -7.44992 7.34443 -5.96396  0.413
H2 3.66309 -0.88271 10.04049  0.359
C1 0.36415 0.97986 -3.14108  0.728
C2 7.65652 2.65747 -0.36606  -1.858
C3 -1.23255 -0.42696 -0.46954  -1.461
C4 -8.30395 -9.00174 1.08918  -1.524
H3 -12.17999 -0.35512 6.33699  0.413
O1 -7.48504 -6.93069 3.19188  -0.417
C5 8.69652 -6.88446 0.43845  -1.684
O2 -7.90387 -0.88883 -2.48731  -0.324
H4 -3.96563 9.02043 6.92416  0.387
H5 -6.65986 -0.08193 -3.99639  0.279
C6 11.17462 -5.02557 -1.01094  1.787
O3 0.28763 1.54362 -4.23717  -0.631
H6 10.57928 -1.00606 -9.99880  0.312
H7 11.44845 -6.85586 -2.13457  0.347
H8 -5.07383 -6.47685 3.86554  0.413
C7 -5.05406 4.98116 -9.01028  -1.868
C8 -1.89863 10.12065 4.25840  -1.012
C9 -7.59454 -10.54170 2.85350  -1.163
C10 -5.16500 -7.83955 1.57445  -1.772
C11 -7.02330 8.16054 -7.93181  1.694
C12 8.43665 -2.89074 -9.79481  1.459
H9 11.58633 -7.10997 -0.37670  0.352
C13 -3.04957 7.60715 3.01840  1.303
H10 -5.18921 7.43154 -4.96452  0.410
C14 1.45592 -1.98827 8.28783  -1.674
C15 0.70343 0.08563 7.09079  -1.080
C16 6.70346 7.38524 -0.31297  -1.959
C17 -8.44856 -1.19508 -4.67293  0.522
H11 -8.42715 0.78695 8.38670  0.362
H12 -7.77613 -10.92269 3.85848  0.356
C18 11.71180 -4.24554 -2.16218  -2.066
H13 0.49350 -1.63699 -1.90024  0.257
H14 -10.74746 -3.41128 7.45731  0.457
H15 -8.47563 -2.82808 6.38805  0.361
C19 7.25280 0.08822 -7.73609  -1.882
H16 -9.82636 -7.87996 3.19020  0.358
H17 1.06019 0.63139 6.21731  0.378
N1 7.78706 -1.99561 -8.83467  0.273
O4 -0.33336 1.23513 -2.11758  -0.319
C20 4.27064 1.76138 8.41973  -2.071
C21 -7.72523 -0.25864 5.20349  -2.021
H18 -4.99560 7.83041 2.17160  0.436
H19 -0.75915 8.93860 6.60231  0.402
H20 -3.75557 -7.63080 4.02307  0.374
H21 -1.12776 10.77022 4.67303  0.446
H22 -1.89892 8.38236 1.37499  0.365
C22 8.38564 -0.69221 -8.41773  1.294
C23 7.94516 3.81166 0.61299  1.570
H23 6.32372 -0.00624 -8.29820  0.439
C24 2.83573 -9.28686 -5.75811  -1.348
H24 0.44351 0.85198 -0.24737  0.227
C25 -10.60011 -1.33405 7.56582  1.415
C26 7.31126 -3.86585 -10.34286  -1.738
C27 0.97592 -0.67042 -1.75492  -0.325
H25 -4.11429 7.55374 -9.96544  0.435
C28 9.45254 -0.80597 -7.33487  -1.713
H26 -9.88746 -2.23869 9.42446  0.333
C29 1.90354 -8.88499 -4.62650  0.395
H27 6.69040 2.71398 2.10135  0.338
O5 0.66277 -9.41612 -5.02764  -0.357
C30 -1.99031 6.42520 3.04527  -1.556
H28 -4.22064 4.52128 -8.47922  0.407
H29 2.25643 -2.72485 8.21891  0.438
H30 -7.11382 -0.25246 7.99128  0.356
C31 5.80616 5.31036 -1.49021  -1.573
H31 6.24777 -2.77530 -8.26295  0.333
H32 -1.56134 6.21344 2.06586  0.413
H33 -12.36746 -2.60358 7.51995  0.374
H34 3.81569 0.70585 10.76792  0.407
H35 11.27705 -4.31370 2.53092  0.372
H36 9.63277 -2.64451 -11.56209  0.462
H37 4.91377 -0.52482 6.96107  0.361
H38 -11.50745 -2.67013 6.03308  0.422
H39 7.40244 7.77102 0.42913  0.423
H40 -4.08127 -7.72615 1.54687  0.470
O6 -3.80465 7.03389 5.19685  -0.513
H41 -6.04059 -10.65565 1.35425  0.306
H42 2.46176 -10.15147 -6.30646  0.345
C32 11.71842 -6.39181 -1.18595  -1.892
C33 -11.35824 -2.57841 7.10891  -1.948
H43 10.11831 -0.19380 -11.45760  0.379
C34 -0.29213 -8.49651 -4.72577  0.616
H44 -1.01143 10.38651 2.29849  0.415
H45 -11.42378 -1.31982 9.62540  0.412
H46 10.17050 -4.35794 -9.87425  0.403
H47 -3.01260 6.88799 -8.76738  0.408
H48 9.05231 -5.32549 2.34605  0.428
H49 2.89317 -2.28964 5.99735  0.470
H50 7.03695 -5.16022 -0.89326  0.398
H51 4.59398 5.90861 0.83198  0.447
H52 7.09874 -0.28714 -6.72442  0.367
C35 -10.45822 -1.36094 9.12132  -1.566
H53 -5.36623 -8.51829 0.74564  0.343
H54 2.23209 -0.96606 5.04849  0.378
H55 6.59062 2.50121 -0.53203  0.367
O7 8.73611 5.39994 -0.93037  -0.497
C36 8.88911 0.12619 -9.68889  -1.089
C37 8.95896 -2.00422 -10.99279  -1.177
C38 6.91279 3.74386 1.82208  -1.152
C39 9.71464 -0.74817 -10.61035  -0.675
C40 -11.54290 -0.09087 7.18103  -1.180
C41 -1.41705 9.59740 2.93164  -0.764
H56 4.17831 2.31924 7.48787  0.436
C42 9.64581 -3.63461 -9.25007  -1.775
C43 -8.68641 -2.00450 -2.63787  0.675
C44 -2.44526 8.96490 5.19022  1.317
H57 11.07059 -5.92794 1.91530  0.345
H58 -10.06115 0.78498 5.08344  0.358
H59 2.70131 -8.50549 -6.50611  0.363
H60 9.22842 -3.73811 1.60607  0.401
H61 10.33079 -1.33474 -7.70523  0.360
C45 -7.70854 -0.22412 -3.73535  -0.340
C46 -9.40511 -8.86339 3.39884  -1.803
H62 -1.59388 7.42473 6.43061  0.395
H63 -10.38258 1.49666 8.02754  0.336
H64 7.41660 4.16959 2.68986  0.392
H65 7.57726 -3.69568 -0.35773  0.457
H66 11.68572 -3.41185 0.19137  0.399
H67 6.96199 -4.78985 0.86920  0.355
C47 1.62867 -7.48234 -4.21595  -0.343
H68 -5.68379 5.46001 -6.36982  0.348
H69 3.87263 -9.42745 -5.45287  0.331
H70 4.87636 5.86645 -1.60992  0.422
H71 5.22411 1.24553 8.53337  0.522
H72 -0.30240 -0.26844 6.86486  0.385
H73 -1.12332 6.43477 3.70583  0.301
O8 -9.22958 -1.96255 -3.82380  -0.319
H74 -0.96545 -1.12740 0.32175  0.382
N2 9.74374 -5.12929 -1.06729  0.535
H75 4.97824 3.58902 1.02293  0.306
C48 5.55457 4.25888 1.66108  -0.650
H76 1.98392 2.51103 7.85503  0.445
H77 11.28043 -3.24792 -2.07982  0.463
H78 -1.91046 0.35722 -0.13249  0.349
H79 -2.46018 5.51301 3.41305  0.380
O9 -8.42700 -2.20003 7.11247  -0.523
C49 -7.75842 0.51838 7.56892  -1.640
H80 -0.55113 7.91930 5.12923  0.306
C50 -1.25311 8.29691 5.87270  -1.736
H81 -7.30629 0.62167 4.71600  0.372
H82 12.79609 -6.38752 -1.34937  0.517
H83 1.17315 -2.25857 5.55854  0.374
H84 -7.31583 1.43503 7.17908  0.445
H85 -4.70189 7.25829 5.45419  0.351
H86 -9.09764 2.05122 5.91587  0.468
O10 4.24191 -0.99363 7.46150  -0.493
C51 -4.99472 6.19642 -6.78331  -1.090
C52 -8.63209 0.04105 6.41089  1.329
C53 9.49266 -4.79071 1.50450  -1.161
H87 -3.98931 8.30954 -8.53746  0.343
C54 10.93893 -4.87630 1.66071  -0.788
C55 -9.43075 -0.50765 -5.61882  -1.527
H88 -4.59077 8.30415 -6.27159  0.357
H89 8.22018 -7.12702 1.38838  0.441
H90 2.16105 -9.46030 -3.73722  0.279
O11 9.12200 -5.64564 -2.20434  -0.498
H91 -5.26588 -9.95616 4.34648  0.440
H92 2.28738 -6.79534 -4.74720  0.317
H93 8.18134 2.81141 -1.30891  0.374
H94 -2.72235 10.33548 6.74417  0.391
H95 -0.22867 1.65986 8.19399  0.425
N3 7.78786 5.16706 0.05355  0.416
C56 -6.13891 -10.79609 2.43069  -0.634
H96 -9.95168 -1.18545 -6.29507  0.368
H97 -0.56875 8.95047 3.15519  0.332
H98 -10.19520 0.16210 -5.22493  0.367
H99 0.53852 -2.49388 7.98645  0.405
C57 -6.70313 7.98698 -6.43035  -1.193
H100 -6.71860 9.74764 -9.38891  0.401
C58 -5.58926 -8.31348 3.03576  1.449
C59 -4.83625 -7.51363 4.10377  -1.890
C60 -10.72293 1.29336 7.01219  -0.732
C61 1.83946 1.71925 8.59009  -1.248
H101 -5.97620 7.71966 -10.32668  0.360
H102 1.36518 -1.73435 9.34395  0.301
C62 -6.55934 9.53057 -8.33267  -1.764
H103 -4.08754 10.30154 5.67794  0.409
C63 -4.01653 7.28670 -8.91319  -1.665
H104 -9.95971 -0.46720 9.49658  0.363
C64 -5.24135 -9.84366 3.26258  -1.161
H105 8.09208 -1.79177 -11.61848  0.431
N4 -6.44589 7.03216 -8.71036  0.097
H106 -12.19797 0.15937 8.01551  0.385
N5 -7.09291 -8.20905 3.12401  0.236
C65 3.08435 0.78871 8.62273  1.816
H107 7.40358 -4.87254 -9.93524  0.397
H108 8.93675 -4.87052 -2.73957  0.353
H109 1.93158 -0.76604 -1.23948  0.282
H110 -6.91347 -0.92622 5.49244  0.419
H111 -4.01203 5.84532 -6.46844  0.496
H112 12.71627 -4.86969 0.33949  0.451
C66 6.52791 5.85975 -0.20602  1.419
H113 0.24459 0.43474 9.22884  0.320
H114 -8.73686 -9.93021 0.71685  0.350
H115 10.05787 3.44722 0.31511  0.442
H116 9.06235 -1.44774 -6.54493  0.426
H117 4.30740 2.55116 9.17006  0.438
C67 -9.64477 1.11602 6.03483  -1.032
H118 12.79708 -4.14713 -2.13813  0.365
H119 -8.90483 8.20448 -9.09275  0.392
H120 9.58013 0.92011 -9.40553  0.430
O12 -1.48731 -8.76057 -4.78647  -0.568
C68 11.69298 -4.49688 0.29509  -1.286
H121 -8.09712 0.79332 -3.77952  0.271
H122 7.36693 -4.12904 -11.39915  0.397
C69 8.92004 -5.38073 0.12221  1.307
H123 5.65992 4.23477 -1.39114  0.272
H124 9.40112 5.94469 -0.50303  0.335
H125 9.80622 0.16901 -6.99958  0.423
H126 -8.98798 -8.17100 0.91574  0.472
N6 -3.33998 8.09356 4.43463  0.257
H127 11.40596 -4.70206 -3.10354  0.466
H128 8.00116 1.74603 0.12240  0.469
C70 -3.40877 9.65746 6.23700  -1.695
H129 7.56550 1.13218 -7.71430  0.445
C71 -5.13764 6.39303 -8.34958  1.350
H130 -8.82815 0.03034 -6.35063  0.415
H131 9.31676 -4.18241 -8.36704  0.395
C72 7.56410 -4.73762 -0.03791  -1.893
H132 -11.33116 2.16002 6.75324  0.372
H133 -8.15496 -11.18186 2.17216  0.415
O13 1.18034 -0.03483 -2.98237  -0.324
H134 8.08718 0.66918 -10.18905  0.391
H135 9.60673 -7.43559 0.67483  0.386
C73 -8.09574 -9.09852 2.62353  1.297
H136 -5.93045 4.37507 -8.78076  0.419
H137 4.98480 4.33450 2.58722  0.390
C74 0.58713 0.95020 8.33158  -0.635
H138 -4.21955 -10.00577 2.91942  0.411
H139 -5.15347 -7.68528 5.13237  0.421
H140 7.19646 7.63136 -1.25343  0.445
O14 7.12700 -2.67300 -7.89134  -0.433
H141 -9.24371 -8.95952 4.47253  0.421
H142 9.55673 2.67566 1.72481  0.400
H143 6.43570 5.26456 -2.37885  0.363
H144 -3.17969 9.53425 1.75982  0.322
H145 -8.98365 7.00982 -7.84693  0.431
H146 6.30631 -3.52313 -10.09643  0.315
H147 -5.88736 -11.83027 2.66582  0.373
H148 -10.21235 -9.53909 3.11619  0.400
C75 9.39404 3.59757 1.16648  -1.957
H149 -4.81134 6.17295 2.83730  0.353
H150 8.36349 -7.40581 -0.45898  0.346
C76 -5.30132 7.50897 -6.04598  -0.792
O15 0.26054 -7.34075 -4.33556  -0.288
C77 2.02058 -1.64866 5.87154  -1.914
C78 -2.48032 8.81643 2.18842  -0.968
H151 -7.38589 -8.69038 0.59085  0.295
C79 3.25814 0.12922 10.02985  -1.840
H152 -7.15213 10.32151 -7.87319  0.427
H153 5.80159 7.99035 -0.40563  0.359
C80 -4.31278 6.99432 2.32264  -1.797
H154 -4.14321 6.69843 1.28736  0.385
O16 -6.66349 7.09245 -10.09038  -0.427
H155 10.36401 -2.90565 -8.87468  0.350
H156 -8.28821 -0.72332 4.39402  0.450
H157 2.03703 -7.34956 -3.21410  0.257
H158 6.09170 6.24942 1.79647  0.372
H159 -4.94243 4.98551 -10.09454  0.347
C81 1.84482 -0.92429 7.24744  1.349
H160 1.70745 2.24450 9.53603  0.334
N7 -9.33805 -1.21784 6.77417  0.440
H161 2.33724 -0.03120 10.59048  0.369
H162 -5.48849 9.62396 -8.15199  0.349
H163 -7.68916 -6.72692 2.27623  0.358
N8 3.14498 -0.16693 7.50719  0.246
C82 0.00154 0.29619 -1.07433  0.459
H164 -9.06866 8.76887 -7.45775  0.407
H165 -6.85747 8.92651 -5.89972  0.420
H166 -1.79666 -1.06396 -1.15079  0.375
H167 -7.83693 -1.77855 -5.36108  0.201
H168 -5.39521 -6.78287 1.43828  0.407
C83 -8.59152 8.00242 -8.06848  -1.915
O17 -9.11945 -2.69981 -1.69012  -0.588
H169 -2.81659 10.63461 3.97325  0.373
H170 9.64551 4.38469 1.87733  0.444
C84 5.63379 5.63955 1.01771  -1.118

Relative energy (zero: lowest compared OMol25 entry of this formula, charge and spin) = 0.0 kcal per mole
HOMO-LUMO gap = 7.5 eV
2S+1 = 1
SMILES = CC1(C)CCCC(C)(C)N1O.CC1(C)CCCC(C)(C)N1O.CC1(C)CCCC(C)(C)N1O.CC1(C)CCCC(C)(C)N1O.CC1(C)CCCC(C)(C)N1O.CC1(C)CCCC(C)(C)N1O.CC1(C)CCCC(C)(C)N1O.CC1(C)CCCC(C)(C)N1O.C[C@H]1COC(=O)O1.C[C@H]1COC(=O)O1.C[C@H]1COC(=O)O1